Density functional theory data (ωB97M-V/def2-TZVPD) for a 8-piece molecular cluster, C45H48N8O16 overall at a distorted geometry.

Results
ΔE to the lowest compared entry with this formula, charge and spin, kcal per mole: 0.0
Total energy, Eh: -3383.6456
LUMO, eV: -4.806
HOMO, eV: -8.93

Each line ends with the Mulliken charge.
Positions of all 117 atoms, in Å:
H (-52.715, -45.650, 18.848)  0.46
C (-54.591, -48.831, 16.944)  -0.65
C (-48.184, -46.668, 17.769)  -0.64
C (-51.059, -47.344, 13.933)  0.18
O (-52.003, -56.166, 20.942)  -0.67
H (-43.210, -51.564, 16.181)  0.56
H (-53.269, -57.538, 13.818)  0.23
C (-54.671, -54.060, 18.115)  -0.40
H (-52.686, -47.513, 18.243)  -0.42
N (-51.482, -55.168, 20.397)  1.16
O (-46.689, -43.447, 16.881)  -0.57
H (-55.081, -53.192, 10.629)  0.58
C (-54.284, -52.529, 10.873)  -0.33
C (-52.089, -51.503, 10.139)  -0.57
H (-53.323, -55.653, 12.472)  0.11
H (-55.036, -49.903, 16.735)  0.02
C (-52.308, -45.133, 14.472)  -0.56
C (-50.693, -54.516, 14.992)  0.88
H (-54.457, -46.012, 20.499)  0.37
C (-54.491, -48.155, 20.314)  1.29
O (-47.980, -44.061, 18.588)  -0.53
H (-50.995, -45.228, 11.306)  0.61
N (-50.669, -50.571, 16.000)  0.32
O (-55.608, -51.098, 14.050)  -0.49
O (-45.202, -54.988, 13.260)  -0.54
H (-51.027, -50.370, 11.945)  0.58
H (-55.094, -45.458, 18.018)  0.39
N (-47.265, -44.309, 17.635)  0.88
C (-48.593, -48.023, 17.081)  -0.01
O (-50.414, -54.812, 20.746)  -0.56
H (-52.792, -44.465, 15.256)  0.36
H (-54.487, -48.155, 22.698)  0.33
H (-51.630, -53.666, 13.225)  0.88
H (-50.776, -48.339, 14.381)  0.25
H (-51.660, -57.861, 16.063)  0.35
N (-46.090, -54.635, 14.013)  0.86
C (-51.814, -53.077, 18.939)  -0.43
H (-53.071, -50.509, 13.465)  0.62
H (-55.799, -47.155, 21.756)  0.36
C (-53.165, -52.234, 9.886)  -0.33
H (-54.160, -55.670, 19.641)  0.46
H (-52.633, -51.418, 17.623)  0.30
C (-50.775, -55.733, 15.875)  -0.02
O (-56.363, -52.719, 12.665)  -0.53
H (-51.144, -51.372, 9.560)  0.32
H (-56.923, -46.812, 16.654)  0.74
O (-51.431, -49.560, 16.275)  -0.09
C (-46.794, -52.774, 15.757)  0.06
H (-43.337, -53.486, 14.511)  0.25
C (-55.374, -47.797, 17.847)  1.51
O (-47.281, -55.192, 14.184)  -0.51
C (-51.656, -56.954, 15.373)  -0.71
C (-44.089, -51.837, 15.986)  -0.51
H (-54.177, -45.983, 16.807)  0.42
H (-57.510, -47.177, 18.040)  0.39
H (-48.206, -49.248, 15.363)  0.58
H (-53.793, -49.219, 17.686)  -0.21
C (-46.943, -45.895, 15.509)  -0.89
H (-53.165, -49.676, 21.209)  0.50
O (-51.823, -42.733, 11.823)  -0.52
H (-50.892, -52.560, 18.982)  0.48
O (-53.473, -42.663, 13.255)  -0.52
C (-54.297, -51.715, 12.157)  -0.06
O (-50.530, -51.031, 14.852)  -0.55
O (-49.958, -51.062, 16.883)  -0.46
H (-54.108, -50.275, 20.017)  0.41
C (-56.788, -47.517, 17.264)  -1.98
C (-52.784, -52.279, 17.976)  0.23
N (-50.094, -55.686, 17.246)  1.03
H (-47.892, -53.056, 15.542)  0.17
H (-55.882, -49.080, 21.746)  0.42
H (-50.467, -47.579, 11.738)  0.51
C (-46.498, -51.751, 16.724)  -0.81
C (-53.406, -49.388, 20.223)  -2.26
C (-51.385, -45.464, 12.139)  -0.88
H (-57.092, -48.294, 16.604)  0.45
H (-50.142, -53.569, 15.484)  -0.31
H (-47.343, -47.650, 13.922)  0.26
C (-51.854, -46.639, 14.815)  0.06
C (-55.189, -48.182, 21.745)  -1.40
C (-51.857, -50.891, 11.509)  -0.47
H (-53.031, -46.774, 20.955)  0.40
H (-49.061, -48.831, 17.626)  0.41
H (-55.609, -54.497, 17.858)  0.54
C (-53.268, -46.623, 18.629)  0.53
H (-48.628, -46.673, 18.766)  0.37
C (-53.677, -46.857, 20.074)  -1.51
C (-48.221, -48.263, 15.712)  -0.33
N (-52.392, -43.220, 12.775)  0.83
C (-51.636, -54.440, 13.843)  -0.76
C (-45.035, -51.171, 16.791)  -1.04
H (-54.317, -48.594, 15.791)  0.26
O (-49.483, -54.572, 17.421)  -0.45
C (-52.491, -55.606, 13.429)  -0.31
C (-54.531, -46.414, 17.748)  -1.25
C (-53.743, -54.785, 19.227)  -0.57
N (-55.415, -51.955, 13.127)  0.79
O (-56.415, -49.254, 19.339)  -0.31
H (-44.871, -50.440, 17.345)  0.78
H (-52.709, -49.248, 19.686)  0.93
C (-52.298, -54.400, 19.444)  -0.08
H (-52.174, -47.053, 15.905)  0.05
C (-44.289, -52.938, 15.053)  -0.32
C (-45.764, -53.423, 14.889)  0.09
C (-52.058, -44.578, 13.101)  0.30
C (-47.489, -47.321, 15.041)  -0.27
H (-55.005, -52.219, 17.121)  -0.03
H (-46.474, -45.101, 15.042)  0.53
C (-52.446, -56.803, 14.146)  -0.30
C (-52.991, -50.941, 12.526)  -0.38
C (-54.210, -52.877, 17.694)  -0.42
O (-49.919, -56.623, 17.940)  -0.59
N (-55.479, -48.357, 19.195)  0.91
C (-47.438, -45.569, 16.931)  0.19
H (-53.235, -52.563, 8.751)  0.21
H (-47.265, -51.253, 17.095)  0.93
C (-50.772, -46.943, 12.505)  -0.88